Entry 1:
Density functional theory data (wB97M-V/def2-TZVPD) for a structure of composition C30H30BrF6IrN7O6.

Results
- energy above the lowest of the compared OMol25 structures with the same formula, charge and spin (kcal/mol) = 20.20
- total charge = +2
- F_max (hartree/bohr) = 0.0108
- LUMO energy (spin up / spin down) (Ha) = -0.22283 / -0.31442
- HOMO-LUMO gap (spin up / spin down) (eV) = 6.89 / 4.40
- DFT total energy (eV) = -143483.520
- multiplicity = 2

The geometry in XYZ format:
```
81
Properties=species:S:1:pos:R:3:lowdin_charge:R:1
Ir -0.26 -1.15 0.00 1.59
Br 1.23 2.00 -6.71 0.82
F -2.81 -3.46 2.21 0.18
F -1.34 -4.28 0.86 0.14
F -3.39 -4.96 0.76 0.20
F -4.49 -1.63 1.29 0.16
F -5.26 -3.15 -0.03 0.20
F -4.55 -1.28 -0.84 0.17
O 0.16 -1.56 -3.01 -0.14
O 0.90 0.18 -0.98 -0.24
O -1.04 0.56 0.89 -0.16
O -0.43 -1.13 2.80 -0.13
O -2.07 -1.69 0.20 -0.27
O 1.53 -1.17 1.00 -0.12
N -3.06 1.11 1.71 -0.09
N 3.03 -0.23 2.36 -0.10
N 2.86 -6.35 0.01 0.26
N 1.14 2.72 -0.23 0.22
N 1.47 -5.37 -4.18 0.27
N 0.48 -2.74 -0.84 0.08
N 2.04 4.06 -1.67 0.21
C 1.55 -5.14 -3.05 -0.15
C 3.46 0.26 3.67 0.00
C 0.72 -0.42 3.17 -0.09
C 2.31 6.38 1.22 -0.05
C 1.37 2.31 -3.90 -0.07
C 1.01 -3.70 -1.18 -0.04
C -1.65 -0.46 2.98 -0.10
C 0.87 0.56 -2.25 -0.22
C -2.90 -2.79 -0.09 -0.38
C 1.71 5.52 2.15 -0.06
C 1.27 4.26 1.79 0.00
C -2.75 -3.33 -1.50 0.04
C -3.39 1.91 0.52 0.02
C -1.94 0.45 1.79 -0.37
C 4.10 -0.42 1.37 0.02
C 2.04 4.74 -0.45 -0.15
C 0.56 -0.30 -3.33 -0.19
C 1.25 1.88 -2.57 -0.06
C 1.08 1.44 -4.92 -0.68
C -2.62 -3.89 0.96 -0.56
C 0.66 0.14 -4.64 -0.03
C 1.49 2.85 -1.51 -0.15
C 1.45 3.88 0.47 -0.16
C 2.29 -5.70 -0.76 -0.13
C -4.09 1.10 2.74 0.01
C -0.06 -2.49 -4.06 -0.05
C 2.48 6.01 -0.10 0.02
C 1.80 -0.62 2.10 -0.34
C -4.33 -2.22 0.09 -0.56
C 1.62 -4.87 -1.67 -0.12
H 0.66 1.88 0.08 0.13
H 0.53 0.66 3.25 0.14
H 4.75 -1.24 1.69 0.11
H 2.64 7.35 1.54 0.12
H 1.66 3.32 -4.14 0.11
H -2.43 -1.22 3.08 0.13
H -1.77 -3.78 -1.62 0.07
H -4.40 1.66 0.22 0.11
H 0.84 -2.60 -4.68 0.11
H -2.69 1.68 -0.28 0.09
H -2.86 -2.51 -2.21 0.11
H -3.50 -4.09 -1.70 0.12
H 1.58 5.85 3.17 0.12
H -0.90 -2.19 -4.68 0.11
H 1.09 -0.77 4.13 0.15
H 3.67 -0.65 0.41 0.09
H -0.29 -3.44 -3.58 0.06
H -5.00 0.67 2.33 0.10
H -1.65 0.14 3.89 0.15
H 3.83 -0.56 4.29 0.12
H 4.68 0.50 1.31 0.10
H 2.94 6.67 -0.82 0.13
H -3.78 0.50 3.60 0.09
H 2.65 0.77 4.19 0.09
H -3.33 2.97 0.77 0.11
H -4.28 2.12 3.07 0.11
H 0.79 3.60 2.51 0.11
H 0.43 -0.51 -5.46 0.11
H 2.41 4.41 -2.53 0.17
H 4.26 0.98 3.52 0.10
```

---

Entry 2:
Density functional theory data (wB97M-V/def2-TZVPD) for a cluster of 7 separate species, C30H30Cl2F40O6 in total at a distorted geometry.

Results
- structure (SMILES) = FC(F)C(F)(F)COC(F)(F)C(F)F.FC(F)C(F)(F)COC(F)(F)C(F)F.FC(F)C(F)(F)COC(F)(F)C(F)F.FC(F)C(F)(F)COC(F)(F)C(F)F.FC(F)C(F)(F)COC(F)(F)C(F)F.C1CCOC1.ClCCl
- total charge = 0
- F_max (hartree/bohr) = 0.0361
- LUMO energy (Ha) = 0.00941
- HOMO-LUMO gap (eV) = 10.42
- DFT total energy (eV) = -177627.365

The geometry in XYZ format:
```
108
Properties=species:S:1:pos:R:3:lowdin_charge:R:1
Cl -0.35 0.41 0.78 0.64
Cl 1.76 1.43 -1.00 0.61
F -2.53 3.13 0.44 0.12
F 4.05 2.25 -5.11 0.08
F -4.05 1.17 1.54 0.13
F -0.19 -1.30 6.20 0.14
F -1.85 -4.33 -2.70 0.15
F 4.24 8.36 -7.62 0.11
F -6.48 0.59 0.78 0.09
F -5.45 -1.95 4.03 0.15
F 3.35 0.87 5.40 0.11
F -2.27 0.40 6.07 0.11
F 2.05 3.98 -6.16 0.14
F 0.13 -5.58 1.37 0.12
F 2.57 -0.72 2.36 0.14
F 2.00 1.56 -4.82 0.12
F 4.08 5.71 -7.07 0.15
F 1.84 -6.02 0.09 0.12
F 1.28 4.19 -4.12 0.10
F -2.06 -1.35 -0.95 0.07
F -2.75 5.28 0.93 0.11
F 3.25 8.85 -5.71 0.11
F -3.96 -2.44 -1.22 0.11
F -0.92 4.72 3.12 0.09
F -2.61 -3.79 0.58 0.14
F 0.50 -2.83 0.20 0.10
F 4.80 0.16 3.91 0.10
F 2.98 -1.77 4.21 0.16
F -1.67 -2.02 4.76 0.12
F -4.99 -3.96 4.75 0.11
F -6.20 2.63 0.03 0.12
F 1.09 -3.82 -4.53 0.11
F -1.99 0.65 3.91 0.08
F 1.85 -3.67 1.73 0.09
F -6.12 -4.84 2.18 0.09
F -0.15 -2.33 -3.49 0.11
F -5.27 1.69 3.28 0.15
F -0.14 4.70 1.07 0.10
F -7.43 -3.96 3.73 0.11
F 5.28 6.79 -5.58 0.15
F -1.85 -2.00 1.52 0.08
F -0.60 -5.82 -3.67 0.15
O 3.18 6.20 -5.09 0.06
O -4.63 3.32 1.89 0.04
O 1.34 -0.24 4.16 0.04
O -4.00 -2.46 1.70 0.07
O 0.27 -4.58 -2.02 0.05
O 3.56 -1.44 -0.51 -0.20
C -5.01 2.01 1.99 -0.53
C -2.42 4.04 1.42 -0.44
C -3.42 3.70 2.52 -0.05
C 2.87 2.51 -4.48 -0.33
C -0.58 -4.59 -3.07 -0.56
C 0.85 0.01 -0.48 -0.96
C -0.98 4.08 1.92 -0.31
C 4.03 6.61 -6.07 -0.56
C 3.48 4.94 -4.54 -0.07
C 2.40 3.92 -4.86 -0.44
C 5.11 0.08 -1.44 -0.15
C -6.29 1.89 1.14 -0.28
C 2.58 -0.59 3.71 -0.54
C 0.31 -1.17 3.91 -0.08
C -0.18 -5.32 -0.90 -0.04
C -6.43 -3.71 2.87 -0.30
C 0.79 -5.17 0.26 -0.43
C -5.20 -3.20 3.62 -0.45
C -0.74 -1.06 4.99 -0.45
C -3.92 -3.32 2.83 -0.04
C -0.15 -3.54 -4.09 -0.29
C 3.58 -1.70 -1.94 -0.18
C 1.40 -3.79 0.44 -0.28
C -2.94 -2.52 0.89 -0.55
C -1.36 0.34 5.07 -0.29
C 3.43 7.90 -6.65 -0.29
C 4.63 -0.59 -0.14 -0.20
C 3.52 0.55 4.11 -0.29
C 4.87 -1.10 -2.41 -0.17
C -3.23 -1.70 -0.36 -0.27
H -6.74 -2.96 2.13 0.17
H 2.46 7.64 -7.09 0.18
H 2.28 -3.64 -0.19 0.16
H -0.22 -6.38 -1.14 0.16
H -1.15 -4.94 -0.56 0.12
H 3.04 2.58 -3.40 0.14
H 4.18 0.15 0.53 0.10
H -3.06 -3.06 3.45 0.13
H 3.32 1.44 3.51 0.18
H -3.04 2.95 3.22 0.14
H 0.68 -2.20 4.02 0.15
H -3.80 -4.37 2.55 0.15
H 0.26 -0.38 -1.30 0.02
H 5.45 -1.11 0.37 0.12
H -7.15 2.21 1.73 0.18
H -0.67 3.03 2.05 0.13
H 4.51 0.93 -1.75 0.07
H 3.60 5.02 -3.46 0.16
H -3.59 4.55 3.17 0.15
H -3.79 -0.80 -0.09 0.17
H -0.85 -3.52 -4.93 0.18
H -0.55 1.03 5.30 0.17
H 4.91 -0.82 -3.46 0.12
H 3.44 -2.76 -2.14 0.12
H 2.73 -1.14 -2.33 0.11
H -0.07 -1.17 2.89 0.08
H 1.54 -0.70 -0.04 -0.01
H 6.17 0.31 -1.40 0.11
H 4.42 4.54 -4.91 0.14
H 5.75 -1.76 -2.30 0.12
```

---

Entry 3:
Density functional theory data (wB97M-V/def2-TZVPD) for a cluster of 15 separate species, C30H30Cl56FN2S2 in total at a distorted geometry.

Results
- total charge = +1
- F_max (hartree/bohr) = 0.0937
- LUMO energy (Ha) = -0.14821
- HOMO-LUMO gap (eV) = 6.41
- DFT total energy (eV) = -760200.384

The geometry in XYZ format:
```
121
Properties=species:S:1:pos:R:3:lowdin_charge:R:1
Cl 4.71 -6.46 0.19 0.49
Cl 9.22 3.11 6.16 0.47
Cl 0.73 -10.49 -0.23 0.49
Cl 1.36 3.45 -11.06 0.52
Cl -10.91 0.76 2.84 0.49
Cl 3.08 5.64 -11.91 0.52
Cl 2.32 -14.96 3.07 0.52
Cl 6.68 -5.41 2.04 0.52
Cl -14.05 -2.89 -0.91 0.52
Cl 6.82 8.07 -6.96 0.54
Cl 8.15 -2.87 -2.33 0.56
Cl -17.43 -3.00 6.95 0.51
Cl -0.15 -14.02 1.84 0.51
Cl 11.86 4.15 6.82 0.51
Cl -10.60 0.77 -0.05 0.51
Cl -14.54 -3.01 1.95 0.50
Cl 2.26 -12.38 1.73 0.47
Cl -10.42 -0.10 6.72 0.51
Cl -12.40 -1.15 4.86 0.46
Cl 11.18 1.39 7.46 0.52
Cl -6.14 -1.74 0.75 0.51
Cl -15.80 -1.47 5.09 0.47
Cl 6.31 5.12 3.58 0.47
Cl 5.76 7.56 5.07 0.51
Cl 5.89 -2.31 -0.59 0.53
Cl 7.33 -0.12 -1.84 0.55
Cl 4.15 -4.02 1.67 0.48
Cl 0.80 -7.88 -1.51 0.51
Cl -14.60 -0.45 0.57 0.52
Cl 3.37 4.51 -9.24 0.45
Cl 11.56 2.20 4.69 0.51
Cl 4.18 2.96 -11.57 0.52
Cl 5.55 5.45 -6.87 0.51
Cl -9.34 -1.32 1.54 0.43
Cl -5.84 -4.26 2.18 0.53
Cl 5.66 -1.87 -3.45 0.56
Cl 4.98 5.70 -0.17 0.61
Cl -17.53 -3.60 4.10 0.50
Cl -18.69 -1.13 5.11 0.52
Cl 2.10 -14.84 0.18 0.51
Cl 2.59 7.35 -0.24 0.59
Cl -8.07 -3.88 0.35 0.51
Cl -5.37 -4.14 -0.69 0.52
Cl 2.52 4.74 1.04 0.55
Cl -12.07 -1.84 0.95 0.45
Cl 5.82 5.00 6.45 0.52
Cl 4.66 7.44 -8.80 0.51
Cl -12.95 1.29 6.34 0.52
Cl -12.89 -1.27 7.72 0.52
Cl 8.29 6.17 5.44 0.50
Cl -8.33 1.40 1.66 0.52
Cl 3.19 -9.53 -1.44 0.51
Cl 3.99 6.93 2.27 0.51
Cl 2.20 -8.30 1.01 0.47
Cl 4.22 -6.58 3.05 0.52
Cl 4.09 7.81 -5.97 0.55
S 1.08 -1.16 1.41 0.77
S -0.26 1.19 2.83 0.58
F 1.74 6.32 -2.80 -0.18
N -1.61 -1.35 2.79 -0.20
N 4.40 1.77 -1.82 -0.07
C -2.61 -0.57 3.62 -0.29
C 4.67 3.64 -3.48 -0.14
C -6.36 -3.50 0.65 -1.98
C 3.00 4.14 -10.94 -2.00
C 1.60 4.83 -4.82 -0.06
C -17.36 -2.30 5.31 -2.00
C 4.30 2.25 -5.72 -0.09
C 10.95 2.71 6.28 -2.01
C -3.91 -1.45 4.13 -0.12
C -13.81 -2.05 0.64 -1.98
C 4.94 -5.62 1.74 -1.99
C 4.31 1.24 -0.40 -0.12
C -0.40 -0.49 2.41 -0.88
C 4.64 3.12 -1.89 0.08
C 4.28 1.09 -3.17 -0.12
C -1.62 -3.38 1.10 -0.11
C 6.54 5.96 5.13 -1.99
C 2.27 5.01 -3.31 -0.25
C 6.76 -1.79 -2.05 -1.96
C 1.63 -14.05 1.70 -2.01
C 3.90 5.10 -3.33 -0.13
C 5.28 7.19 -7.15 -1.98
C 3.52 6.18 0.73 -1.93
C 3.86 2.37 -4.14 -0.26
C -9.79 0.40 1.50 -1.98
C -12.16 -0.31 6.41 -2.00
C 1.73 -9.05 -0.54 -1.99
C -2.19 -1.86 1.49 -0.24
C 2.01 0.33 0.75 -0.53
C 3.24 -0.03 -0.28 -0.20
H 5.74 3.85 -3.95 0.17
H 4.78 3.83 -0.96 0.04
H 1.32 3.71 -5.07 0.09
H 1.20 1.04 0.25 0.09
H -1.84 -1.15 0.60 0.12
H 3.86 -0.97 0.07 0.04
H 1.85 4.18 -2.58 0.15
H -0.84 -3.78 1.90 0.09
H 4.23 5.88 -4.14 0.06
H 5.38 0.88 -3.55 0.09
H 0.57 5.43 -4.87 0.11
H 4.25 5.54 -2.28 0.03
H 5.47 2.13 -5.82 0.10
H -4.69 -1.67 3.26 0.02
H 2.47 0.90 1.68 0.08
H -2.48 -4.16 0.91 0.06
H -2.04 -0.23 4.61 0.12
H 2.75 -0.32 -1.31 0.11
H -4.51 -0.77 4.91 0.09
H -3.03 0.35 3.00 0.12
H 3.55 0.19 -3.29 0.13
H 2.69 2.35 -4.06 0.13
H 3.80 1.33 -6.26 0.10
H 3.98 3.22 -6.33 0.04
H -1.01 -3.30 0.08 0.07
H -3.62 -2.42 4.73 0.09
H 5.35 1.02 0.10 0.13
H -3.35 -1.90 1.44 0.08
H 3.82 2.12 0.24 0.11
H 2.36 5.17 -5.64 0.06
```